[1]
Here is a molecular structure, C18H21N3O2S2Sn at a distorted geometry from the Open Molecules 2025 dataset. Energies are from ωB97M-V/def2-TZVPD.

Last column: natural (NBO) charge in e.
Atoms and positions in Å:
Sn (-0.8104, -0.5932, -0.0035)  1.17
S (-0.8609, -0.5991, -2.6391)  -0.09
S (-3.2582, 0.1213, -0.4371)  -0.12
O (0.0369, 0.0374, 2.4883)  -0.63
O (-0.0603, 1.5118, -0.1981)  -0.74
N (1.9668, 0.9540, 0.6731)  -0.31
N (-1.4490, -3.3580, -0.1572)  -0.36
N (1.8919, -0.2969, 0.3522)  -0.29
C (0.4591, 4.1930, 0.0461)  -0.19
C (0.7620, 5.5393, 0.0513)  -0.21
C (1.9598, -1.3032, 2.5462)  -0.42
C (2.7863, 3.6648, 0.3973)  -0.19
C (3.0025, -2.4055, 0.5466)  -0.65
C (-2.5365, -0.5200, -3.0167)  -0.15
C (-3.5233, -0.2987, -2.0896)  -0.14
C (-2.8592, -0.7280, -4.4708)  -0.66
C (3.0837, 5.0142, 0.3872)  -0.22
C (2.2618, -1.2692, 1.1984)  0.26
C (0.8880, -0.5732, 3.1429)  0.54
C (-1.0438, -4.4263, -0.1049)  0.33
C (-4.9801, -0.4280, -2.4164)  -0.66
C (1.1037, 1.8284, 0.1940)  0.58
C (1.4690, 3.2479, 0.2257)  -0.05
C (-0.5544, -5.7663, -0.0329)  -0.72
C (0.7598, -0.6639, 4.6470)  -0.70
C (2.0738, 5.9501, 0.2225)  -0.20
H (-0.2730, -0.4901, 4.9389)  0.23
H (-0.7801, -6.1840, 0.9461)  0.26
H (1.0888, -1.6347, 5.0065)  0.21
H (1.3859, 0.0999, 5.1073)  0.24
H (4.0440, -2.3927, 0.8584)  0.23
H (-5.5225, 0.4104, -1.9872)  0.23
H (2.5821, -3.3718, 0.8168)  0.21
H (-1.0295, -6.3689, -0.8038)  0.26
H (-5.1714, -0.4764, -3.4818)  0.21
H (2.4000, -2.0839, 3.1480)  0.21
H (2.3112, 7.0027, 0.2345)  0.21
H (-3.4312, 0.1128, -4.8632)  0.22
H (-0.5538, 3.8451, -0.0923)  0.24
H (-0.0244, 6.2674, -0.0835)  0.21
H (4.1070, 5.3379, 0.5049)  0.21
H (-3.4392, -1.6373, -4.6195)  0.22
H (2.9574, -2.2839, -0.5335)  0.23
H (3.5582, 2.9216, 0.5286)  0.23
H (-5.3617, -1.3337, -1.9451)  0.23
H (0.5215, -5.7693, -0.1892)  0.26
H (-1.9385, -0.8042, -5.0426)  0.24

Output
frontier orbital gap (alpha / beta)	6.201 / 5.164	eV
E_HOMO (alpha / beta)	-7.104 / -6.818	eV

---

[2]
Here is C18H21N3OS in the gas phase at a distorted geometry from the Open Molecules 2025 dataset. Energies are from ωB97M-V/def2-TZVPD.

Last column: natural (NBO) charge in e.
Atoms and positions in Å:
S (1.9453, 2.0134, 0.1366)  0.34
O (-1.3230, 1.9560, 5.5820)  -0.70
N (0.5782, 1.0674, 2.4761)  -0.36
N (-0.2626, -1.7950, 0.2134)  -0.47
N (-0.9756, -4.4153, -0.9922)  -0.46
C (-1.2987, 2.5874, -2.2722)  -0.22
C (-0.1927, -0.4289, 0.6795)  0.20
C (0.1758, 1.5683, 3.6850)  0.09
C (-1.3891, -5.6603, -1.6862)  -0.41
C (-1.7667, 0.5722, -0.9827)  -0.18
C (1.3440, 2.0195, 1.7653)  -0.06
C (0.7412, 2.7815, 3.8018)  -0.29
C (-2.1128, 1.5514, -1.9307)  -0.20
C (-0.5849, 0.6613, -0.3033)  -0.09
C (-0.6521, 0.9926, 4.7241)  -0.09
C (-0.7123, -3.1979, -1.8732)  -0.23
C (1.4917, 3.1023, 2.6346)  -0.27
C (0.1806, -2.2113, -1.1617)  -0.22
C (-0.7824, -2.9358, 1.0039)  -0.21
C (0.0112, 2.6669, -1.6671)  -0.19
C (-1.6353, -3.9541, 0.2310)  -0.23
C (0.4116, 1.6210, -0.6825)  -0.16
C (0.2017, -0.1980, 2.0238)  -0.10
H (0.7386, 3.4536, 4.6879)  0.22
H (-1.6515, -2.7908, -2.1696)  0.17
H (-3.0946, 1.5000, -2.3945)  0.21
H (-2.2827, -5.7262, -2.2651)  0.17
H (1.1659, -2.6888, -1.0560)  0.19
H (-1.5994, -4.8156, 0.8953)  0.21
H (-1.4019, 2.7773, 5.0512)  0.47
H (0.1768, -1.3778, -1.9334)  0.22
H (-1.5304, 3.2051, -3.1137)  0.22
H (0.2607, -1.1154, 2.6733)  0.21
H (-1.3294, -2.5390, 1.8472)  0.21
H (0.0417, 0.3342, 5.3436)  0.20
H (-1.3923, 0.3754, 4.1168)  0.18
H (0.1432, -3.3473, 1.3748)  0.19
H (-0.5658, -6.0539, -2.2809)  0.20
H (-2.3804, -0.1241, -0.6520)  0.21
H (2.1550, 3.9060, 2.4257)  0.23
H (-1.5323, -6.3911, -0.8519)  0.20
H (-0.1359, -3.4805, -2.7554)  0.21
H (0.5597, 3.5994, -1.9255)  0.23
H (-2.6232, -3.5587, -0.0015)  0.17

Output
frontier orbital gap	8.136	eV
SMILES string	CN1CCN(C2=Cn3c(CO)ccc3Sc3ccccc32)CC1
energy relative to the best compared isomer or geometry (same formula, charge and spin)	5.6760	eV
E_HOMO	-7.504	eV

---

[3]
Here is C18H21N3S in the gas phase at a distorted geometry from the Open Molecules 2025 dataset. Energies are from ωB97M-V/def2-TZVPD.

Last column: natural (NBO) charge in e.
Atoms and positions in Å:
S (-0.3815, -0.5144, -1.5784)  0.43
N (-2.9799, 4.2966, 1.5338)  -0.79
N (-4.5782, 1.5934, 0.1179)  -0.34
N (-0.7205, 3.9770, 1.3914)  -0.49
C (1.6888, 3.7654, 1.3295)  -0.44
C (-1.0468, 1.3943, 0.3501)  0.15
C (-1.9416, 3.5007, 1.1774)  0.45
C (2.2905, 1.3247, 1.8008)  -0.39
C (2.2383, -4.6153, -1.1164)  -0.60
C (1.5113, 1.1547, 0.4917)  -0.43
C (-1.2842, 0.0740, -0.2107)  -0.26
C (0.3195, 3.2065, 1.1191)  0.29
C (2.5873, 2.7982, 2.1171)  -0.40
C (-2.1569, 2.2119, 0.6329)  -0.33
C (0.7845, -4.1675, -1.1941)  -0.40
C (-2.2167, -2.0090, -0.6109)  -0.26
C (0.4663, -3.5187, -2.5386)  -0.38
C (-2.2263, -0.8369, 0.1718)  -0.21
C (-3.4742, 1.8235, 0.3443)  0.29
C (0.2229, 1.9069, 0.6164)  -0.14
C (-1.2878, -1.9913, -1.6050)  -0.16
C (-0.9877, -3.0395, -2.6194)  -0.43
H (1.3346, 0.0951, 0.3092)  0.23
H (0.6490, -4.2366, -3.3408)  0.20
H (0.5803, -3.4546, -0.3918)  0.20
H (-2.8839, -2.8356, -0.4434)  0.22
H (2.4464, -5.0756, -0.1535)  0.21
H (2.4571, -5.3399, -1.8979)  0.20
H (3.6281, 3.0304, 1.8861)  0.21
H (1.1300, -2.6648, -2.6950)  0.20
H (1.6890, 0.8921, 2.6035)  0.20
H (-2.8899, -0.6849, 1.0042)  0.23
H (2.1285, 3.9351, 0.3420)  0.22
H (3.2210, 0.7578, 1.7469)  0.21
H (-1.1725, -2.6405, -3.6213)  0.22
H (2.9056, -3.7653, -1.2422)  0.20
H (2.4449, 2.9707, 3.1846)  0.21
H (-3.9091, 4.0682, 1.2261)  0.41
H (-2.7648, 5.2479, 1.7747)  0.41
H (1.6168, 4.7274, 1.8352)  0.23
H (-1.6650, -3.8815, -2.4599)  0.22
H (2.0984, 1.5478, -0.3430)  0.21
H (0.1286, -5.0283, -1.0446)  0.19

Output
frontier orbital gap	8.482	eV
SMILES string	CCCCc1ccc(-c2c(C#N)c(N)nc3c2CCCC3)s1
energy relative to the best compared isomer or geometry (same formula, charge and spin)	0.0000	eV
E_HOMO	-8.286	eV

---

Looking at DFT total energy for the records above, in order, we have -2023.86469, -1336.05408, -1260.99397 a.u..